1.
Entry from the Open Molecules 2025 dataset: 13 unconnected molecules or ions with the total composition H26O13 at a distorted geometry (wB97M-V/def2-TZVPD).

```
! RIJCOSX wB97M-V def2-TZVPD def2/J DEFGRID3
* xyz 0 1
H -0.73033 0.26386 -1.17238
H 0.68052 0.59839 -0.71672
H -1.19973 -3.83920 -1.16020
H -2.63015 -4.13895 -0.74296
H 1.35723 -1.37236 -0.41302
H 1.67636 -1.01706 -1.85592
H -4.07004 -2.05905 0.18296
H -3.57500 -1.07399 -0.86328
H 4.61405 1.17468 -0.26096
H 4.28675 -0.11387 0.47562
H 2.63738 -2.29619 1.53117
H 3.10959 -0.86246 1.70853
H 3.85862 -0.30350 -2.62495
H 4.95934 -0.76601 -3.56546
H -2.37678 2.67242 -0.80492
H -2.08843 1.65215 0.28409
H -4.03198 3.43681 -1.62162
H -2.97944 3.35564 -2.71506
H 0.21795 3.82592 -0.01031
H 0.67304 2.45847 0.47242
H -0.12900 -1.92392 1.96271
H -0.87871 -1.71046 0.65794
H -3.01244 -1.58201 2.79136
H -4.08132 -0.63926 2.26337
H 0.94043 1.85294 2.65481
H 2.02850 2.53839 3.46493
O -0.17724 0.31063 -0.38441
O -1.79000 -3.81561 -0.39860
O 1.04086 -1.49887 -1.31463
O -4.32822 -1.63329 -0.64230
O 4.80198 0.69685 0.55473
O 2.60534 -1.42832 1.11312
O 4.18455 -1.08344 -3.08805
O -1.73811 1.99936 -0.54399
O -3.26954 3.90592 -1.97884
O 1.00953 3.32405 0.21446
O 0.00980 -1.71790 1.03143
O -3.16077 -0.89356 2.13331
O 1.55541 1.70279 3.38161
*
```

## Properties
**Molar mass**: 234.19 g/mol
**ΔE to the lowest compared entry with this formula, charge and spin**: 89.1 kcal/mol

natural (NBO) atomic charge list, values in e, 4 entries: number 1, H, carries 0.4759; number 2, H, carries 0.4580; number 3, H, carries 0.4834; number 4, H, carries 0.4687

=====

2.
Entry from the Open Molecules 2025 dataset: a molecular structure, C24H54INO2Si2 at a distorted geometry (wB97M-V/def2-TZVPD).

```
! RIJCOSX wB97M-V def2-TZVPD def2/J DEFGRID3
* xyz 0 1
C 6.68397 0.53770 -0.10773
C 5.07459 0.37261 0.19254
C 4.16562 1.52621 -0.55641
C 3.64832 2.72918 0.43310
C 2.08920 3.17773 0.19980
C 1.64033 3.38433 -1.36192
C 0.10354 2.81883 -1.56381
C -0.03596 1.97722 -3.00063
C -1.14986 0.76807 -2.78176
C -0.77004 -0.44049 -3.82075
C -0.48057 -1.89808 -3.12686
C 1.10886 -2.31402 -3.14991
C 1.77690 -1.52464 -1.83368
C 1.73897 -2.57772 -0.61080
C 2.01278 -2.05093 0.90488
C 1.68434 -0.53035 1.29497
Si 0.33375 -0.08323 2.54873
O 1.07175 1.17247 3.60610
N -0.49906 -1.20163 3.52104
C -0.56618 -2.64577 3.37976
C -1.50740 -3.32890 2.24576
C -1.77183 -2.55457 0.85741
O -0.92416 0.79928 1.62168
Si -1.88360 1.88594 2.50317
I -2.01592 1.85868 4.93364
C -3.74258 1.66144 1.89609
C -3.91149 1.72470 0.27268
C -5.29318 0.85960 -0.06237
C -5.02919 -0.72706 -0.36978
C -5.41187 -1.73224 0.90066
H 7.23248 -0.17479 0.67662
H 6.94510 0.17364 -1.19702
H 6.99032 1.66143 0.09045
H 4.63086 -0.67965 -0.10992
H 4.91520 0.51871 1.36050
H 3.21964 0.97948 -1.02588
H 4.75417 2.04229 -1.45351
H 4.32419 3.69625 0.35434
H 3.75288 2.36916 1.56466
H 1.87588 4.19808 0.78011
H 1.41675 2.36068 0.73152
H 1.58502 4.55359 -1.56072
H 2.36859 2.93139 -2.15778
H -0.23811 2.09434 -0.70254
H -0.65846 3.73351 -1.57594
H -0.30977 2.72160 -3.86361
H 0.99289 1.44986 -3.22862
H -2.20357 1.26474 -2.98753
H -1.17162 0.35383 -1.67253
H -1.70131 -0.60053 -4.54449
H 0.11877 -0.08466 -4.50804
H -1.07421 -2.72750 -3.71229
H -0.84237 -1.93010 -2.00005
H 1.66872 -2.07156 -4.15098
H 1.15521 -3.46322 -2.89817
H 1.09198 -0.55485 -1.70171
H 2.82310 -1.12961 -2.17469
H 0.72577 -3.19354 -0.68396
H 2.58270 -3.39407 -0.84016
H 1.52721 -2.89553 1.59293
H 3.18525 -2.22929 1.07968
H 1.47834 0.13940 0.32487
H 2.70920 -0.05608 1.69647
H 1.96209 1.44394 3.19760
H -0.92291 -0.92163 4.42352
H 0.53153 -3.11142 3.47762
H -1.05659 -3.04946 4.40246
H -1.02751 -4.38547 1.98468
H -2.57263 -3.59705 2.71468
H -2.55611 -1.66588 0.99072
H -2.27587 -3.28912 0.07794
H -0.84412 -2.07503 0.32502
H -1.55187 3.27302 2.08733
H -4.36407 2.50367 2.43429
H -4.09500 0.63629 2.36493
H -2.97301 1.35684 -0.33019
H -4.19380 2.85273 0.00147
H -6.07075 0.89188 0.84184
H -5.84188 1.34006 -0.97567
H -5.78471 -1.02216 -1.24174
H -3.93698 -0.91426 -0.76668
H -6.57703 -1.84604 1.03969
H -4.90819 -1.33122 1.88156
H -4.95144 -2.79106 0.60128
*
```

## Properties
**Molar mass**: 571.78 g/mol

Löwdin atomic charge list, values in e, 4 entries: number 1, C, carries -0.1477; number 2, C, carries -0.2691; number 3, C, carries -0.2215; number 4, C, carries -0.2153

=====

no.,LUMO level (eV),HOMO-LUMO gap (eV)
1,0.03,9.13
2,0.51,9.64